Record 1
Formula: C29H24AlBrF4I2P
Source: OMol25
Level of theory: wB97M-V/def2-TZVPD

Lowest unoccupied orbital energy (alpha / beta), eV: -4.2 / -4.0
Total charge: +1
Max |F|, eV/Å: 1.23
Highest occupied orbital energy (alpha / beta), hartree: -0.429 / -0.401
Orbital gap (alpha / beta), eV: 7.448 / 6.932
E, hartree: -5271.8257
ΔE to the lowest compared entry with this formula, charge and spin, eV: 0.3984

Each line ends with the Mulliken charge.
Element x y z (Å)
I 2.4499 -2.9341 -1.2041  0.268
I 1.3901 -6.3766 -0.5712  0.152
Br -0.8031 -3.3675 0.5287  -0.364
P -1.6948 0.0319 -0.1773  0.649
Al 0.2710 -1.4880 -0.2212  0.509
F -4.4523 1.3111 -0.2533  -0.382
F -4.8123 -4.1188 -0.1880  -0.287
F -7.0507 -2.5792 -0.4338  -0.265
F -6.8517 0.1118 -0.4301  -0.277
C 3.6278 -0.1740 0.5283  -0.601
C -2.1991 2.8485 -3.1356  -0.836
C -3.3486 -0.7875 -0.1865  1.014
C -1.8062 1.1772 1.2138  0.861
C -1.1599 3.2275 2.2905  -0.756
C -1.1370 2.3992 1.1802  -0.561
C -2.4814 1.6058 3.4814  -0.728
C 6.0740 -1.4263 -0.0147  -0.443
C -5.8604 -2.0155 -0.3357  0.585
C 4.3279 0.0988 -0.6487  0.062
C -2.4703 0.7763 2.3717  -0.887
C 2.5598 2.0673 0.7709  -1.793
C -4.7126 -2.7901 -0.2199  -0.183
C -1.7046 0.9645 -1.7323  0.900
C -3.5123 -2.1405 -0.1581  -0.819
C 2.9962 -5.0255 -0.8354  -0.878
C -1.6630 2.1823 -4.2274  -0.551
C 4.1649 -1.0997 1.4182  -0.022
C -1.1520 0.3075 -2.8332  -0.605
C 1.7059 0.1739 2.1628  -1.813
C 5.5408 -0.5154 -0.9154  -0.960
C -5.7542 -0.6285 -0.3460  0.187
C -4.5136 -0.0208 -0.2686  0.221
C 5.3796 -1.7166 1.1491  -0.920
C 1.3724 0.0999 -0.3101  -1.411
C -1.1348 0.9068 -4.0792  -0.829
C -2.2251 2.2463 -1.8865  -0.081
C -1.8287 2.8302 3.4397  -0.633
C 2.2952 0.5528 0.7991  3.398
H 3.5794 -5.3052 -1.7036  0.394
H -2.6539 2.7709 -1.0451  0.444
H 1.6662 2.6189 1.0651  0.398
H 0.8407 0.8009 2.3766  -0.088
H -0.6539 4.1836 2.2613  0.444
H -2.9942 1.2935 4.3810  0.444
H 2.8608 2.4003 -0.2211  0.402
H 1.4203 0.7109 -1.2108  0.628
H 3.5938 -4.9865 0.0663  0.398
H 3.3637 2.3037 1.4686  0.436
H -1.8441 3.4777 4.3061  0.418
H -0.7145 0.3897 -4.9310  0.448
H 2.4325 0.3100 2.9632  0.646
H -0.6017 2.6954 0.2866  0.758
H -2.9775 -0.1805 2.4027  0.448
H 3.6568 -1.3447 2.3406  0.331
H 1.3690 -0.8743 2.1730  0.468
H 3.9296 0.8003 -1.3711  0.272
H -1.6522 2.6588 -5.1985  0.416
H -0.7342 -0.6899 -2.7003  0.267
H 6.0749 -0.2735 -1.8251  0.402
H 7.0252 -1.9008 -0.2161  0.439
H 5.7909 -2.4192 1.8631  0.421
H -2.6042 3.8446 -3.2536  0.442

Record 2
Formula: C29H24BBrCuF2N4O4
Source: OMol25
Level of theory: wB97M-V/def2-TZVPD

Lowest unoccupied orbital energy (alpha / beta), eV: 3.9 / 3.9
2S+1: 2
Total charge: -2
Max |F|, eV/Å: 0.37
Highest occupied orbital energy (alpha / beta), hartree: -0.067 / -0.092
Orbital gap (alpha / beta), eV: 5.705 / 6.394
E, hartree: -6078.8474
<S²>: 0.75
ΔE to the lowest compared entry with this formula, charge and spin, eV: 0.1720

Each line ends with the Löwdin spin population.
Element x y z (Å)
Br -3.7033 -5.3965 0.8011  0.000
Cu 0.3094 0.3935 -0.6279  0.570
F -0.9639 1.7353 -3.0512  0.042
F 0.8497 2.7817 -2.2594  0.024
O 0.6091 -0.8870 2.4906  0.000
O -0.2179 -1.2766 0.4275  0.021
O -1.2682 3.4552 2.1259  0.002
O 4.4791 0.1547 -0.1739  0.003
N 2.3434 -0.2717 -0.9794  0.064
N -2.0181 -3.6563 4.1175  0.000
N 1.3644 1.5743 0.7079  0.003
N -1.2806 1.9045 0.3955  0.066
C 2.7674 -1.4044 -1.6945  0.002
C 3.2487 0.3318 -0.2109  0.004
C -4.8558 1.4684 -0.3992  0.000
C -2.5887 2.2093 0.0007  0.004
C -0.7343 2.6204 1.3706  0.004
C -2.6455 -4.2669 1.9094  0.000
C -3.2221 -0.1341 0.6434  0.001
C 0.7633 2.4080 1.5426  0.001
C 1.4828 3.0889 2.5107  0.000
C -1.0665 -2.5295 2.2141  0.001
C 2.7295 -1.4059 -3.0968  0.002
C -1.2048 -2.7423 3.5806  0.000
C -2.7289 -4.4114 3.2827  0.000
C 3.5088 -3.7035 -1.7464  0.000
C 3.4798 -3.7078 -3.1338  0.003
C 2.8534 2.8841 2.5710  0.000
C 2.3162 -0.1684 -3.8426  0.008
C -2.9262 3.4696 -0.5282  0.002
C 3.4688 2.0148 1.6795  0.000
C 2.6721 1.3613 0.7541  0.001
C -0.1213 -1.4528 1.6796  0.001
C -3.5700 1.2078 0.0611  0.002
C -1.8144 -3.3137 1.3536  0.000
C -5.1953 2.7067 -0.9256  0.003
C 3.0912 -2.5532 -3.7968  0.000
C 3.1920 -2.6107 0.4861  0.000
C 3.1633 -2.5720 -1.0149  0.003
C -1.8961 4.5605 -0.6396  0.001
C -4.2213 3.6934 -0.9857  0.000
B 0.0511 1.6943 -2.1554  0.154
H -3.3883 -5.1547 3.7172  0.000
H 4.5316 1.8194 1.6820  0.000
H 4.0459 -2.0441 0.8648  0.000
H -2.4316 -0.6327 0.0791  0.001
H 3.7513 -4.5986 -3.6891  0.000
H -0.6214 -2.1304 4.2569  0.000
H -2.8338 -0.0308 1.6597  0.000
H -6.1984 2.8969 -1.2901  0.000
H 0.9548 3.7513 3.1812  0.000
H 3.2646 -3.6414 0.8401  0.000
H 2.3932 -0.3246 -4.9207  0.000
H 2.9282 0.6915 -3.5609  0.000
H -4.1023 -0.7809 0.6675  0.000
H 1.2852 0.0986 -3.6066  0.009
H 3.0609 -2.5331 -4.8822  0.000
H -4.4627 4.6684 -1.3989  0.000
H -2.3311 5.4394 -1.1208  0.000
H 3.7991 -4.6006 -1.2077  0.000
H -1.5145 4.8418 0.3435  0.000
H -1.7324 -3.1537 0.2869  0.000
H -5.6004 0.6805 -0.3382  0.000
H -1.0411 4.2317 -1.2369  0.001
H 3.4451 3.4016 3.3187  0.000
H 2.2977 -2.1492 0.9106  0.000

Record 3
Formula: C29H24BClFeN8
Source: OMol25
Level of theory: wB97M-V/def2-TZVPD

Lowest unoccupied orbital energy (alpha / beta), eV: 0.0 / 0.0
Max |F|, eV/Å: 1.06
Highest occupied orbital energy (alpha / beta), hartree: -0.279 / -0.279
Orbital gap (alpha / beta), eV: 7.640 / 7.639
E, hartree: -3306.4233

Each line ends with the Mulliken charge.
Element x y z (Å)
Fe -0.5590 -0.2949 0.0692  0.344
Cl 0.7115 5.0239 1.8496  -0.229
N 0.5294 -0.6147 1.8799  0.352
N -1.9820 -1.7194 1.1748  0.218
N -1.4013 -2.7803 1.7610  -0.045
N -1.1992 1.7452 0.7628  0.372
N 0.2251 -2.1706 -0.7321  0.786
N 0.4439 -3.1913 0.1113  -0.201
N 0.8540 -1.8718 2.2156  -0.151
N 0.9379 0.7300 -1.2847  0.693
C -3.2429 -1.7021 1.5903  -0.294
C -2.6964 2.9866 2.1382  -0.884
C 0.3231 1.2844 -2.3276  0.894
C -3.6463 -0.0956 -2.8906  -0.801
C 2.2507 1.0134 -1.0515  -0.567
C -2.9155 -0.4309 -1.7543  -0.178
C 0.9894 2.2236 -3.1520  -1.260
C 1.0346 -3.9043 -1.8904  -1.317
C 0.9281 -4.2515 -0.5591  -0.087
C 4.2571 0.5969 0.2282  -0.653
C -2.3844 1.8919 1.3546  -0.187
C -1.7481 3.9819 2.3207  -0.180
C -1.0569 0.8530 -2.5529  1.121
C 0.5733 -2.5825 -1.9410  -0.282
C -3.4954 -2.7700 2.4589  -1.376
C 2.2665 2.5990 -2.8755  -1.236
C -1.7886 1.1875 -3.6987  -0.915
C -0.2858 2.7012 0.9209  -0.831
C 1.2446 0.1900 2.6605  -0.246
C 4.2918 2.2888 -1.4742  -0.761
C 1.7690 -1.8691 3.1975  -0.143
C 4.9302 1.6191 -0.4652  -0.674
C 2.0567 -0.5567 3.5186  -1.352
C -3.0783 0.7200 -3.8635  -0.858
C -0.5270 3.8272 1.6870  0.016
C 2.9547 1.9897 -1.8019  1.101
C 2.9535 0.2933 -0.0617  -0.506
C -1.6184 0.0413 -1.5581  0.380
C -2.2865 -3.4285 2.5372  -0.079
B 0.1025 -3.0775 1.6006  0.124
H -3.3605 -1.0914 -1.0188  0.414
H -1.9519 4.8515 2.9293  0.460
H 0.4758 -1.9194 -2.7859  0.485
H -4.6545 -0.4722 -3.0225  0.443
H -1.3454 1.8031 -4.4738  0.369
H 4.8142 3.0462 -2.0473  0.416
H 0.4671 2.6580 -3.9920  0.428
H 2.1414 -2.7918 3.6099  0.509
H 1.3783 -4.5170 -2.7051  0.410
H 0.6623 2.5625 0.4152  0.703
H 5.9548 1.8612 -0.2155  0.377
H 1.1636 -5.1714 -0.0508  0.441
H 0.3999 -4.0846 2.1760  -0.153
H 2.7428 -0.1959 4.2647  0.449
H -3.6674 3.0680 2.6060  0.414
H -3.9251 -0.9444 1.2385  0.477
H -3.6375 0.9818 -4.7530  0.380
H 4.7739 0.0318 0.9934  0.437
H 2.4447 -0.5175 0.4367  0.409
H 2.7726 3.3394 -3.4836  0.433
H -3.0975 1.0985 1.1734  0.215
H 1.1532 1.2602 2.5681  0.522
H -4.4183 -3.0207 2.9514  0.410
H -2.0017 -4.3119 3.0834  0.447